Below is 4 unconnected molecules or ions with the total composition C31H67IN5O5P at a distorted geometry, with properties calculated with wB97M-V/def2-TZVPD.

2S+1 ... 1
Orbital gap ... 7.38 eV
Maximum force ... 0.109 Eh/bohr
E_tot ... -2510.31875 Eh

Positions of all 110 atoms, in Å:
C (0.114033, -1.040951, 4.116121)
C (-1.233376, -0.715844, 3.375955)
C (-1.327503, 0.758104, 2.807261)
C (-1.366099, 0.848210, 1.240857)
C (-2.021700, 2.213916, 0.867440)
C (-0.025057, 0.523934, 0.496149)
I (1.795143, 0.928931, 1.631931)
C (-0.010928, -1.014563, 0.377772)
N (-0.033176, -2.133748, 0.299402)
C (0.056118, 1.000480, -1.012771)
C (1.287405, 0.264708, -1.597959)
N (2.120143, -0.266959, -2.119746)
O (-1.056640, 0.412434, -1.646424)
C (-1.254920, 0.853016, -2.990811)
C (-2.015550, -0.322106, -3.724718)
O (-1.517898, -1.587154, -3.323083)
C (-0.458241, -1.970923, -4.216456)
C (0.094956, -3.329125, -3.677873)
P (0.337823, 2.821031, -1.359753)
O (1.127202, 2.909881, -2.607527)
O (-1.053665, 3.656937, -1.644750)
O (1.134486, 3.667178, -0.227014)
H (0.798145, -1.468849, 3.348359)
H (0.548664, -0.109140, 4.520671)
H (-0.059392, -1.826555, 4.891034)
H (-1.492692, -1.471616, 2.602342)
H (-2.033326, -0.822261, 4.147158)
H (-2.332029, 1.114202, 3.135075)
H (-0.609667, 1.454911, 3.285106)
H (-2.093790, 0.063789, 0.928958)
H (-2.932395, 2.349603, 1.477517)
H (-1.335611, 3.082874, 0.879540)
H (-2.379163, 2.124035, -0.186452)
H (-1.918407, 1.738943, -3.089748)
H (-0.329763, 1.030900, -3.573505)
H (-3.065631, -0.273325, -3.347107)
H (-2.063427, -0.171603, -4.823006)
H (0.318810, -1.175383, -4.237864)
H (-0.870099, -2.101469, -5.242629)
H (0.613904, -3.129427, -2.716577)
H (-0.797771, -3.943174, -3.443929)
H (0.750025, -3.816986, -4.422474)
H (-0.733089, 4.550475, -1.877340)
H (2.096458, 3.576786, -0.332403)
C (-1.492056, -3.730414, 6.576461)
C (-0.382065, -4.742374, 6.327835)
N (0.441604, -5.008187, 7.495293)
C (1.645589, -5.767959, 7.186529)
C (1.477824, -7.200169, 6.671823)
C (-0.268228, -5.426188, 8.695130)
C (-1.128338, -6.691410, 8.612594)
H (-1.089215, -2.787040, 6.951564)
H (-2.017428, -3.523485, 5.641464)
H (-2.232644, -4.100943, 7.287662)
H (0.257294, -4.332280, 5.539511)
H (-0.828155, -5.661373, 5.921428)
H (2.292674, -5.783972, 8.068943)
H (2.210747, -5.204485, 6.436077)
H (1.210566, -7.889537, 7.472485)
H (2.424824, -7.552849, 6.255268)
H (0.729824, -7.273784, 5.880914)
H (-0.910093, -4.600169, 9.015923)
H (0.449260, -5.539548, 9.512617)
H (-1.720544, -6.736411, 7.697285)
H (-1.827661, -6.713407, 9.452891)
H (-0.526017, -7.596210, 8.680063)
C (-2.577736, 5.799024, 0.972889)
C (-3.413810, 7.059914, 0.808343)
N (-2.786622, 8.072204, -0.024995)
C (-3.462414, 9.361738, 0.031308)
C (-4.891490, 9.446797, -0.511504)
C (-2.378252, 7.640561, -1.352599)
C (-3.455602, 7.077054, -2.285151)
H (-1.588675, 6.030912, 1.374467)
H (-3.071378, 5.118080, 1.669107)
H (-2.454451, 5.262798, 0.029620)
H (-3.565527, 7.479691, 1.807447)
H (-4.408288, 6.776818, 0.434229)
H (-2.846655, 10.109145, -0.478280)
H (-3.480222, 9.681911, 1.078639)
H (-4.911458, 9.448888, -1.601115)
H (-5.351531, 10.383296, -0.186153)
H (-5.523533, 8.633969, -0.150407)
H (-1.597342, 6.880884, -1.237621)
H (-1.872560, 8.468640, -1.856821)
H (-4.134177, 6.391517, -1.775147)
H (-2.981312, 6.519293, -3.097819)
H (-4.044690, 7.867363, -2.747657)
C (6.456073, -3.480146, -7.235953)
C (5.558285, -2.309416, -6.859405)
N (4.192153, -2.694176, -6.548716)
C (3.285503, -1.558867, -6.444897)
C (3.523093, -0.555537, -5.313509)
C (4.032811, -3.711564, -5.519911)
C (4.607345, -3.418908, -4.130199)
H (6.041947, -4.039571, -8.077130)
H (7.439892, -3.109252, -7.530317)
H (6.606204, -4.166846, -6.400774)
H (5.538709, -1.629646, -7.716994)
H (6.028013, -1.756805, -6.032955)
H (2.256665, -1.928710, -6.378709)
H (3.324736, -1.013072, -7.394542)
H (3.195864, -0.946185, -4.351802)
H (2.940933, 0.351458, -5.499315)
H (4.569581, -0.256413, -5.233768)
H (4.483950, -4.639045, -5.885803)
H (2.971014, -3.953139, -5.418843)
H (5.601420, -2.970933, -4.173966)
H (4.696434, -4.352454, -3.567603)
H (3.957030, -2.763192, -3.552160)

Cartesian forces, eV/Å:
C -0.5145 -0.6662 -1.1867
C -0.0416 0.4017 1.0341
C -0.8048 -0.9779 -0.0349
C -0.6359 0.9164 0.9501
C 0.1233 -0.7732 -1.3996
C -0.5892 -2.1485 -0.0719
I -0.2771 0.2469 -0.4742
C 0.1743 5.1201 0.4587
N -0.0506 -3.4938 -0.1915
C 0.6213 -1.7440 0.7487
C -3.9169 3.4350 2.0414
N 3.0421 -2.1172 -1.7368
O 0.2168 1.5353 0.1019
C -0.8693 -1.1680 -2.3721
C -1.0339 0.4897 1.7320
O 0.3496 0.6281 -1.4098
C 0.3483 -0.9972 0.3685
C -0.5474 1.1028 0.1354
P 1.2321 2.6303 -2.7230
O -0.0167 -0.6806 0.4632
O 1.0987 -0.8680 1.4824
O -1.2725 -0.8107 0.2086
H -0.1080 0.3200 0.7677
H -0.1540 -0.6452 0.0741
H 0.2778 0.7975 -0.4605
H 0.4010 0.5166 0.4001
H 0.4223 0.1940 -0.5614
H 0.6656 -0.0671 -0.3762
H -0.1701 -0.4748 -0.4421
H 0.5824 0.4738 0.0224
H 0.6814 0.2111 -0.1368
H -0.4435 -0.3985 0.5297
H 0.1766 0.2358 0.6985
H 0.5912 -0.3049 0.4795
H -0.0837 0.0686 0.8959
H 0.6145 -0.1739 -0.3177
H 0.3269 -0.0628 0.5110
H -0.2619 -0.4889 -0.0309
H 0.1952 0.1213 0.4795
H -0.1028 -0.2818 -0.6634
H 0.6177 0.0814 -0.2741
H -0.2991 0.1913 0.4981
H -0.2417 -0.2765 -0.0570
H -0.2852 -0.1028 -0.1317
C -0.0645 -0.0259 0.0529
C -0.1492 0.0463 -0.0002
N 0.2997 0.0280 0.1181
C 0.1716 0.0960 -0.1484
C 0.1214 -0.1572 0.0344
C -0.2667 0.1634 0.0874
C -0.0514 -0.1119 0.1859
H 0.0122 -0.0628 0.0628
H 0.0284 -0.0308 0.0080
H 0.0164 0.0427 -0.0067
H 0.1503 -0.1568 0.0865
H -0.0571 0.0020 -0.0936
H -0.1541 0.0327 0.0767
H -0.1420 0.0649 -0.0193
H -0.0787 0.0044 -0.0584
H -0.0234 0.0372 0.0058
H -0.0011 0.0205 0.0399
H 0.0146 0.0109 -0.1267
H 0.1487 -0.0090 -0.1681
H 0.0323 0.0286 -0.0087
H 0.0236 0.0142 -0.0364
H -0.0391 -0.0184 -0.1084
C 0.0219 -0.0324 -0.0836
C 0.0194 -0.1523 -0.0055
N 0.1186 0.2635 -0.0094
C -0.0070 0.1432 0.1965
C -0.0820 0.1486 -0.0920
C 0.1073 -0.2309 -0.0382
C 0.0414 -0.0277 -0.2067
H -0.0096 0.0318 -0.0643
H -0.0091 0.0350 -0.0221
H -0.0007 -0.0165 0.0521
H -0.0365 0.1924 -0.1282
H -0.0624 -0.0635 0.0469
H 0.0617 -0.1451 -0.0721
H 0.0310 -0.1567 0.0183
H -0.0436 -0.0821 0.0270
H 0.0319 -0.0299 0.0103
H 0.0405 -0.0007 -0.0188
H -0.0448 -0.0026 0.1285
H -0.0941 0.1119 0.1539
H 0.0216 0.0208 0.0333
H -0.0204 0.0176 0.0263
H -0.0780 -0.0478 0.0573
C 0.0088 -0.0577 0.0620
C 0.1212 -0.0950 0.0358
N -0.3316 -0.0034 -0.1257
C -0.0080 0.2280 -0.1925
C -0.1860 0.0294 0.0794
C 0.2374 -0.2686 0.0065
C -0.1202 -0.0913 0.1959
H -0.0476 0.0007 0.0641
H -0.0346 0.0151 0.0167
H -0.0081 -0.0019 -0.0392
H -0.1923 0.0704 0.1041
H 0.0928 0.0434 -0.0054
H 0.0799 -0.1529 0.0608
H 0.1311 -0.1005 -0.0281
H 0.1122 0.0462 0.0102
H 0.0171 -0.0207 0.0008
H -0.0172 -0.0373 -0.0133
H 0.0576 0.0948 -0.0639
H -0.0271 0.1987 -0.1065
H -0.0159 0.0067 -0.0456
H 0.0019 0.0280 -0.0352
H 0.0908 0.0771 -0.0034


Below is 5 unconnected molecules or ions with the total composition C31H67N4O2P at a distorted geometry, with properties calculated with wB97M-V/def2-TZVPD.

2S+1 ... 1
Orbital gap ... 8.67 eV
Maximum force ... 0.236 Eh/bohr
E_tot ... -1931.98900 Eh

Positions of all 105 atoms, in Å:
C (6.722221, -2.367677, -6.688563)
C (6.070753, -1.212155, -7.707408)
O (5.714981, -1.672758, -8.929763)
N (5.865086, 0.233961, -7.338884)
C (6.989892, 0.810870, -6.512189)
C (4.493908, 0.490682, -6.708066)
C (4.399811, -0.034547, -5.131647)
N (4.581360, -0.699235, -4.018405)
C (3.223360, 0.078735, -7.638931)
C (1.974059, 1.104235, -7.208075)
N (1.031590, 1.924430, -6.863514)
P (2.558535, -1.681505, -7.512275)
N (2.722977, -2.353851, -9.196610)
O (3.514686, -2.761755, -6.547658)
H (6.228597, -3.403539, -7.013618)
H (7.896108, -2.377780, -6.833347)
H (6.374995, -2.137239, -5.595688)
H (7.349714, 0.146286, -5.619153)
H (6.649833, 1.867606, -6.078785)
H (7.875631, 1.048358, -7.273927)
H (4.445256, 1.681800, -6.608773)
H (3.497185, 0.368134, -8.764111)
H (3.456275, -3.123583, -9.136182)
H (3.208030, -1.626126, -9.803982)
H (3.025889, -2.898463, -5.678533)
C (1.931480, 0.469829, -2.316094)
C (2.452951, -0.269541, -1.093572)
C (1.596012, -1.476014, -0.704382)
C (0.150787, -1.154839, -0.306099)
C (-0.006151, -0.170920, 0.856414)
C (0.587865, -0.683752, 2.160621)
H (0.937362, 0.889973, -2.141186)
H (2.601463, 1.298315, -2.569596)
H (1.877413, -0.198371, -3.182179)
H (2.538807, 0.427810, -0.252053)
H (3.469811, -0.619602, -1.306712)
H (2.090781, -2.006698, 0.116568)
H (1.572655, -2.180374, -1.545703)
H (-0.352190, -2.094282, -0.046105)
H (-0.387266, -0.757535, -1.175119)
H (-1.076139, 0.014322, 1.011887)
H (0.439993, 0.796411, 0.604615)
H (0.125512, -1.631327, 2.453563)
H (0.413105, 0.040605, 2.963119)
H (1.667557, -0.834881, 2.080763)
C (-2.983388, 2.430750, -1.012042)
C (-3.287286, 2.610013, 0.467375)
C (-4.241557, 1.550364, 1.022262)
C (-5.640865, 1.533255, 0.396082)
C (-6.418052, 2.849010, 0.490598)
C (-6.704502, 3.274837, 1.923576)
H (-3.883339, 2.530483, -1.624843)
H (-2.269713, 3.191873, -1.345045)
H (-2.541899, 1.446796, -1.202929)
H (-3.687897, 3.615702, 0.640361)
H (-2.344842, 2.555269, 1.024850)
H (-4.328810, 1.690499, 2.105373)
H (-3.790365, 0.559567, 0.883557)
H (-6.225206, 0.740591, 0.879160)
H (-5.564362, 1.247774, -0.659946)
H (-7.374494, 2.725123, -0.032117)
H (-5.884015, 3.649601, -0.030971)
H (-7.275104, 2.505192, 2.452296)
H (-7.293918, 4.197758, 1.930203)
H (-5.783169, 3.466748, 2.479693)
C (-2.574604, 5.912463, 3.821412)
C (-2.053133, 5.173092, 5.043934)
C (-2.910072, 3.966620, 5.433124)
C (-4.355298, 4.287795, 5.831406)
C (-4.512236, 5.271714, 6.993920)
C (-3.918219, 4.758882, 8.298126)
H (-3.568722, 6.332607, 3.996320)
H (-1.904621, 6.740949, 3.567909)
H (-2.628671, 5.244263, 2.955326)
H (-1.967277, 5.870443, 5.885453)
H (-1.036273, 4.823032, 4.830793)
H (-2.415303, 3.435935, 6.254074)
H (-2.933429, 3.262260, 4.591803)
H (-4.858275, 3.348352, 6.091401)
H (-4.893351, 4.685099, 4.962386)
H (-5.582223, 5.456956, 7.149393)
H (-4.066092, 6.239045, 6.742121)
H (-4.380572, 3.811306, 8.591068)
H (-4.092979, 5.483239, 9.100625)
H (-2.838527, 4.607753, 8.218269)
C (2.988683, -4.407322, 2.094869)
C (2.012187, -5.331544, 1.383933)
C (0.567687, -5.169568, 1.862025)
C (0.322811, -5.501186, 3.338685)
C (0.721921, -6.915473, 3.768411)
C (-0.064499, -8.004316, 3.052329)
H (3.034396, -4.614932, 3.167339)
H (3.997013, -4.539934, 1.688401)
H (2.703834, -3.358801, 1.957084)
H (2.340531, -6.371086, 1.499549)
H (2.049082, -5.115988, 0.309619)
H (-0.080262, -5.793253, 1.236277)
H (0.249542, -4.134311, 1.684498)
H (-0.742503, -5.352505, 3.553477)
H (0.858687, -4.780538, 3.968010)
H (0.545986, -7.012858, 4.846800)
H (1.793962, -7.075736, 3.616032)
H (-1.138627, -7.887581, 3.225845)
H (0.233613, -8.989766, 3.425498)
H (0.116080, -7.990321, 1.974300)

Cartesian forces, eV/Å:
C -0.7998 0.5814 -0.5911
C -1.0788 -3.5237 -4.8977
O 1.7570 3.4675 7.3408
N -0.9458 -1.8665 1.1844
C 0.8856 1.2624 -0.0592
C 0.1925 2.1067 0.7288
C 1.9185 -5.8512 6.9944
N -1.7175 6.3454 -10.2174
C 0.6442 2.6325 -0.2423
C -5.6876 4.9927 2.2413
N 8.5835 -7.4526 -3.1344
P -1.7470 -2.3295 -0.1935
N 2.4653 0.9511 1.2429
O -0.7761 1.3755 -0.1586
H 1.2618 2.5111 0.5597
H -2.5094 0.0216 0.4545
H 0.9503 -0.3598 -2.0067
H -0.7270 1.1386 -1.7072
H 0.6228 -2.3998 -0.9542
H -1.8270 -0.7137 1.8355
H 0.1263 -2.7133 -0.0912
H -0.4747 -0.5322 2.5053
H -1.1403 1.0789 -0.1007
H -0.7015 -1.1818 0.9206
H 0.7733 0.4355 -1.6511
C 0.0139 0.1884 -0.0312
C 0.0719 -0.1231 -0.0203
C 0.0272 -0.0188 0.1191
C -0.0504 0.1042 -0.1379
C -0.1041 -0.1462 -0.0450
C 0.0151 0.1803 0.1366
H 0.0405 -0.0281 -0.0439
H -0.1238 -0.1068 -0.0557
H -0.0357 0.1014 0.0918
H -0.0290 -0.0850 -0.0202
H -0.0979 0.0332 0.0577
H -0.0459 -0.0022 -0.0352
H 0.0166 0.0608 0.0498
H 0.0141 0.0576 0.0093
H 0.0569 -0.0530 0.0475
H 0.0873 0.0345 -0.0664
H -0.0200 -0.0397 -0.0452
H 0.0736 0.0298 -0.0093
H 0.0564 -0.1466 -0.0254
H -0.0600 -0.0307 0.0296
C 0.1100 0.1601 -0.1111
C 0.0160 -0.0916 0.0780
C -0.0303 0.0384 0.1291
C 0.0415 -0.0019 -0.1816
C -0.0766 -0.1702 0.0074
C -0.0637 0.2198 -0.0011
H 0.0822 -0.0404 0.0156
H -0.0826 -0.1384 -0.0418
H -0.0668 0.0724 -0.0165
H -0.0018 -0.0856 0.0286
H -0.0939 0.0306 0.0123
H -0.0182 -0.0255 -0.0433
H -0.0151 0.0811 0.0016
H 0.0259 0.0703 -0.0287
H 0.0167 0.0004 0.0999
H 0.1407 0.0228 -0.0052
H 0.0055 -0.0634 -0.0060
H 0.0792 0.0545 0.0018
H 0.0625 -0.1131 0.0952
H -0.0639 -0.0276 0.0150
C 0.0730 0.1954 -0.0624
C 0.0270 -0.1163 -0.0023
C 0.0396 -0.0520 0.1213
C -0.0487 0.1052 -0.1407
C -0.1197 -0.1441 -0.0353
C 0.0243 0.1745 0.1442
H 0.0551 -0.0381 -0.0543
H -0.1320 -0.0878 -0.0449
H -0.0447 0.0651 0.0652
H -0.0161 -0.0928 -0.0346
H -0.0825 0.0240 0.0857
H -0.0516 0.0106 -0.0440
H 0.0155 0.0616 0.0462
H 0.0272 0.0730 -0.0030
H 0.0516 -0.0564 0.0468
H 0.1199 0.0248 -0.0745
H -0.0197 -0.0467 -0.0393
H 0.0808 0.0490 -0.0198
H 0.0580 -0.1486 -0.0339
H -0.0751 -0.0289 0.0329
C 0.2203 -0.0269 -0.0148
C -0.0961 0.0474 -0.0604
C -0.0814 -0.1003 -0.0545
C 0.1333 0.0997 0.0776
C -0.1479 0.0965 0.0741
C 0.1078 -0.1993 0.0269
H -0.0003 0.0605 -0.0649
H -0.0935 0.0872 0.0968
H 0.0201 -0.0899 0.0750
H -0.0720 0.0657 -0.0114
H -0.0339 -0.0676 0.0769
H 0.0112 0.0409 0.0508
H 0.0479 -0.0657 -0.0031
H 0.0735 -0.0297 -0.0073
H -0.0542 -0.0305 -0.0724
H 0.0815 0.0462 -0.1077
H -0.0317 0.0561 0.0048
H 0.0728 -0.0078 -0.0642
H -0.1042 0.0782 -0.0976
H -0.0577 -0.0110 0.0639